(1)
{
  "formula": "C4H10N3O",
  "method": "ωB97M-V/def2-TZVPD",
  "elements": ["N", "H", "C", "C", "C", "H", "H", "H", "H", "C", "H", "H", "H", "H", "N", "N", "H", "O"],
  "xyz": [[0.607, -0.213, -0.181], [-0.060, -0.469, -2.284], [0.501, 1.691, -1.475], [-1.061, 1.295, 0.174], [0.618, 0.117, -1.535], [1.562, -0.019, -2.018], [1.158, -2.813, 1.530], [-2.334, 1.084, 1.708], [1.391, 1.858, -0.929], [0.772, -1.727, 1.558], [-0.211, -1.985, -0.463], [0.130, -1.496, 2.299], [-2.463, 2.539, 0.811], [1.640, -1.007, 1.729], [0.285, -1.403, 0.213], [-2.051, 1.681, 0.925], [0.561, 2.225, -2.310], [-0.663, 2.078, -0.802]],
  "atomic_forces_ev_per_a": [[0.68, 1.12, -0.15], [0.25, 1.08, 1.53], [0.74, -4.29, 1.66], [-0.48, 1.94, -0.70], [-1.44, 0.76, -2.53], [1.16, -0.39, -0.09], [-0.75, 1.73, 0.46], [0.05, 0.43, -0.58], [0.61, 1.03, 1.17], [3.88, -1.36, -2.66], [0.53, -0.53, 0.54], [-2.63, 0.14, 2.41], [-1.34, 2.74, -0.31], [-0.90, -1.30, -0.39], [-0.45, -0.59, 0.37], [1.72, -3.36, 0.69], [-0.12, 1.81, -3.78], [-1.51, -0.96, 2.35]],
  "molar_mass_g_mol": 116.1,
  "multiplicity": 3,
  "charge": 1,
  "e_above_lowest_kcal_mol": 52.88,
  "s2": 2.010,
  "max_force_ev_per_a": 4.9,
  "energy_ev": -10815.3521,
  "lumo_ha": [-0.1274, -0.2355]
}

(2)
{
  "formula": "C4H10N3O2",
  "method": "ωB97M-V/def2-TZVPD",
  "elements": ["H", "N", "H", "H", "H", "H", "C", "H", "H", "C", "H", "N", "C", "H", "N", "O", "H", "C", "O"],
  "xyz": [[1.796, -2.022, 0.207], [0.140, -0.809, 0.023], [-2.464, 2.608, 0.053], [-1.927, 0.665, -0.455], [-1.011, 2.704, 1.002], [-0.938, 3.270, -0.672], [-0.666, -1.732, -0.732], [-1.113, -2.551, -0.105], [1.615, -0.901, 1.556], [1.092, -1.616, 0.784], [0.037, -2.261, -1.581], [2.246, 0.330, -0.415], [0.038, 0.517, 0.048], [0.614, -2.360, 1.398], [-1.128, 1.111, -0.088], [1.184, 1.167, 0.217], [-1.457, -1.180, -1.288], [-1.339, 2.523, 0.027], [3.283, 0.537, 0.023]],
  "atomic_forces_ev_per_a": [[2.74, -1.76, -2.47], [-0.14, -1.71, 0.22], [1.26, 0.33, -0.09], [-0.45, -1.37, -0.03], [0.50, 1.24, 1.49], [0.20, -0.86, -0.18], [-0.38, -1.07, -2.71], [0.41, 0.99, -0.53], [-0.86, -1.54, -1.36], [-0.54, 4.27, 4.54], [-1.68, 1.26, 2.12], [3.14, -0.57, -0.86], [0.18, -1.69, -0.27], [-0.58, -0.22, -0.08], [1.39, 0.78, -1.21], [-1.86, 1.40, 1.44], [0.45, -0.68, 0.34], [-2.17, 0.96, 0.02], [-1.60, 0.24, -0.40]],
  "molar_mass_g_mol": 132.1,
  "charge": 1,
  "e_above_lowest_kcal_mol": 102.89,
  "max_force_ev_per_a": 6.3,
  "energy_ev": -12864.7596,
  "smiles": "CNC(ON=O)=[N+](C)C",
  "lumo_ha": -0.1810
}

(3)
{
  "formula": "C4H10N3S",
  "method": "ωB97M-V/def2-TZVPD",
  "elements": ["H", "H", "H", "N", "H", "C", "H", "S", "C", "H", "H", "C", "N", "H", "C", "N", "H", "H"],
  "xyz": [[1.477, -2.529, 1.935], [-1.170, 1.280, 2.465], [-0.935, -0.588, -1.689], [-1.244, 1.516, 1.492], [0.371, 2.818, -0.250], [-0.074, -0.023, -1.688], [-0.515, -3.479, 1.675], [-1.655, -1.444, 0.638], [0.592, 2.065, -1.000], [0.348, 2.574, -1.898], [1.210, -1.122, 1.144], [-0.966, 0.904, 0.475], [-0.305, 0.923, -0.636], [0.872, -0.682, -1.608], [-0.460, -2.401, 1.269], [0.794, -2.001, 1.384], [-0.094, 0.469, -2.676], [1.754, 1.718, -1.033]],
  "atomic_forces_ev_per_a": [[-0.67, -0.23, -0.42], [-0.17, -0.15, 0.11], [-1.48, -2.09, -0.36], [0.07, -0.50, -2.29], [0.81, 0.19, 0.36], [0.65, -1.33, -0.95], [-0.81, 1.76, -0.79], [-0.55, -0.60, 0.22], [2.02, 0.22, 2.58], [-0.50, -0.34, -1.20], [-0.71, 0.61, -0.44], [0.79, -0.03, 2.11], [2.02, 1.69, -1.63], [-1.44, 1.27, 0.26], [0.91, -0.64, 0.47], [1.65, -0.70, 1.06], [0.34, 0.07, 0.64], [-2.94, 0.80, 0.27]],
  "molar_mass_g_mol": 132.2,
  "charge": 1,
  "e_above_lowest_kcal_mol": 65.15,
  "max_force_ev_per_a": 3.3,
  "energy_ev": -19606.5268,
  "lumo_ha": -0.1450
}

(4)
{
  "formula": "C4H10N3S",
  "method": "ωB97M-V/def2-TZVPD",
  "elements": ["N", "C", "N", "C", "H", "C", "N", "H", "H", "C", "H", "H", "S", "H", "H", "H", "H", "H"],
  "xyz": [[0.181, 1.807, -0.175], [-1.554, 0.357, -1.022], [-0.596, -0.632, -0.571], [0.255, -2.800, 0.887], [-1.769, -0.085, -1.972], [-0.656, 1.578, -1.251], [1.794, 0.880, 1.173], [0.592, 2.690, -0.079], [2.150, 1.737, 1.437], [0.765, 0.770, 0.376], [1.209, -2.367, 0.763], [-1.308, 2.435, -1.565], [-1.135, -1.556, 0.630], [-2.365, 0.481, -0.270], [0.167, -3.626, 0.186], [0.000, 1.426, -2.040], [2.222, 0.064, 1.598], [0.048, -3.159, 1.894]],
  "atomic_forces_ev_per_a": [[1.00, -0.80, 2.70], [1.56, 0.16, 1.30], [2.07, -0.19, 1.40], [-2.35, 0.00, -0.30], [-1.10, 0.21, -0.73], [-3.57, 1.01, -1.81], [-0.60, -2.55, -0.21], [0.48, 1.78, 0.17], [0.99, 2.17, 0.68], [-1.37, -0.47, -1.24], [0.98, 0.84, 0.08], [0.69, -0.45, 0.77], [0.53, -1.60, 0.56], [0.17, 0.27, -0.91], [-0.19, 0.05, -0.08], [0.68, -0.74, -2.20], [-0.25, 0.27, -0.18], [0.30, 0.02, 0.01]],
  "molar_mass_g_mol": 132.2,
  "charge": 1,
  "e_above_lowest_kcal_mol": 78.37,
  "max_force_ev_per_a": 4.1,
  "energy_ev": -19605.9536,
  "lumo_ha": [-0.1772, -0.1771]
}

(5)
{
  "formula": "C4H10N4",
  "method": "ωB97M-V/def2-TZVPD",
  "elements": ["H", "C", "H", "C", "H", "N", "H", "N", "N", "N", "C", "C", "H", "H", "H", "H", "H", "H"],
  "xyz": [[-1.519, -0.088, 2.647], [0.629, -0.166, -0.650], [1.201, 1.817, -0.256], [-1.492, -0.391, -0.056], [-1.730, -1.415, -0.430], [0.903, -1.235, -1.463], [2.099, 1.064, -1.598], [-1.193, 0.608, -1.020], [-0.091, -0.481, 0.510], [0.297, 0.169, 1.642], [1.673, 0.903, -0.608], [-0.492, 0.271, 2.630], [2.466, 0.631, 0.087], [0.186, -1.948, -1.509], [1.309, -1.004, -2.358], [-0.124, 0.811, 3.491], [-2.243, -0.143, 0.714], [-1.877, 0.596, -1.774]],
  "atomic_forces_ev_per_a": [[0.07, -0.13, -0.03], [-0.90, 0.74, -1.12], [0.08, 0.01, -0.01], [0.84, -0.56, 0.87], [-0.10, 0.35, 0.08], [0.00, -0.03, -0.02], [-0.03, -0.04, 0.00], [1.01, 0.16, 0.13], [-1.24, -0.66, 0.93], [0.10, 0.05, -0.26], [-0.38, 0.19, -0.10], [-0.16, 0.14, -0.10], [-0.03, -0.11, 0.01], [0.16, 0.10, 0.05], [-0.08, -0.01, 0.08], [0.06, -0.06, 0.04], [0.18, -0.03, -0.10], [0.44, -0.11, -0.45]],
  "molar_mass_g_mol": 114.2,
  "e_above_lowest_kcal_mol": 89.95,
  "max_force_ev_per_a": 1.7,
  "energy_ev": -10266.9501,
  "lumo_ha": 0.0375
}

(6)
{
  "formula": "C4H10N4",
  "method": "ωB97M-V/def2-TZVPD",
  "elements": ["H", "N", "N", "C", "C", "H", "H", "H", "H", "N", "C", "H", "H", "C", "N", "H", "H", "H"],
  "xyz": [[3.357, -1.098, 0.505], [2.398, -0.629, 0.644], [1.218, 0.911, -0.334], [0.015, 0.607, -0.138], [-0.763, 1.837, 0.132], [-2.571, 0.038, 0.873], [-1.084, 1.772, 1.188], [0.749, -1.875, 0.434], [-2.289, -1.670, 0.412], [-0.023, -1.892, -0.258], [2.403, 0.233, -0.296], [-1.648, 1.938, -0.453], [3.236, 0.622, -0.855], [-2.109, -0.671, 0.052], [-0.607, -0.573, 0.014], [0.407, -1.852, -1.129], [-2.675, -0.389, -0.870], [-0.015, 2.690, 0.077]],
  "atomic_forces_ev_per_a": [[-1.35, 0.51, 1.20], [4.18, -2.52, -0.72], [2.74, 1.46, -2.44], [-0.32, 0.29, 0.51], [0.33, 1.17, 1.63], [1.17, -1.24, -1.45], [-0.07, 0.16, -0.31], [-0.16, -0.45, -0.57], [-0.32, -0.29, -0.36], [-0.63, 1.77, 3.00], [-3.32, 0.10, 1.76], [-0.58, 0.37, -0.61], [0.19, -0.19, -0.48], [-0.12, 2.03, 1.78], [-2.07, -1.77, -0.97], [0.94, 0.17, -2.04], [0.83, -0.57, 0.34], [-1.42, -1.01, -0.26]],
  "molar_mass_g_mol": 114.2,
  "e_above_lowest_kcal_mol": 66.53,
  "max_force_ev_per_a": 4.9,
  "energy_ev": -10267.9657,
  "smiles": "[H]/N=C/N=C(/C)N(C)N",
  "lumo_ha": 0.0333
}

(7)
{
  "formula": "C4H10N4",
  "method": "ωB97M-V/def2-TZVPD",
  "elements": ["H", "N", "N", "H", "H", "H", "C", "C", "H", "C", "H", "N", "H", "C", "H", "H", "H", "N"],
  "xyz": [[3.340, -0.729, 0.180], [-2.739, 0.007, -0.332], [2.225, 1.089, -0.158], [2.965, 1.744, 0.096], [0.071, 0.865, 1.667], [1.577, -1.993, -0.346], [2.435, -0.162, -0.094], [-0.377, 0.064, -1.106], [-2.366, -0.985, -0.781], [-0.562, 0.027, 1.080], [-3.508, -0.228, 0.606], [1.431, -1.074, 0.108], [0.709, 0.582, -1.288], [-1.491, 0.664, 0.098], [-1.279, -0.452, 1.818], [-1.391, 1.771, 0.256], [-0.925, -0.375, -1.900], [-0.116, -0.816, 0.095]],
  "atomic_forces_ev_per_a": [[0.49, 0.59, -0.73], [-1.03, -2.75, 2.33], [0.00, 0.39, 0.34], [0.25, -0.74, -0.55], [-0.80, -2.20, -1.70], [-0.01, 0.84, 0.75], [-0.27, 0.20, 1.97], [1.20, 2.18, 3.73], [-1.80, 2.99, 1.99], [-2.23, 2.17, 4.30], [3.30, 0.68, -3.58], [-2.93, -2.09, -0.55], [-3.65, -0.47, -0.25], [1.38, 1.86, -3.24], [1.41, -0.04, -0.03], [-1.43, -0.84, -0.68], [-0.06, -0.52, -0.91], [6.20, -2.25, -3.19]],
  "molar_mass_g_mol": 114.2,
  "e_above_lowest_kcal_mol": 142.40,
  "max_force_ev_per_a": 7.3,
  "energy_ev": -10264.6759,
  "smiles": "[H]/N=C/NN1CC(N)C1",
  "lumo_ha": 0.0350
}

(8)
{
  "formula": "C4H10N4",
  "method": "ωB97M-V/def2-TZVPD",
  "elements": ["H", "N", "N", "H", "H", "H", "H", "H", "H", "C", "N", "H", "C", "N", "C", "C", "H", "H"],
  "xyz": [[0.441, 0.327, 2.369], [0.113, 0.508, -1.133], [-1.111, -1.670, -0.924], [-1.921, -1.109, -1.159], [-2.288, 2.648, -0.198], [0.713, 1.889, 1.595], [2.150, -0.983, -0.335], [-0.736, 2.790, 0.520], [1.794, 0.583, 1.248], [1.295, -1.633, -0.497], [-1.537, 2.200, 0.308], [-0.914, -2.284, -1.707], [0.012, -0.832, -0.631], [-1.311, 0.944, -0.108], [0.747, 0.808, 1.439], [-0.123, 0.348, 0.314], [1.213, -2.348, 0.321], [1.462, -2.187, -1.422]],
  "atomic_forces_ev_per_a": [[0.06, 0.03, 0.01], [0.21, 1.13, -0.54], [-0.18, -0.11, -0.10], [0.06, 0.02, 0.09], [0.26, -0.05, -0.06], [-0.13, -0.03, -0.06], [0.05, 0.00, -0.01], [-0.18, -0.03, -0.15], [-0.05, -0.20, -0.06], [-0.19, 0.34, -0.19], [0.49, 0.20, -0.17], [0.06, 0.09, 0.02], [-0.51, 0.31, 1.20], [-0.07, -1.30, 0.10], [0.01, 0.04, 0.17], [0.08, -0.45, -0.22], [-0.05, 0.03, 0.00], [0.06, -0.01, -0.02]],
  "molar_mass_g_mol": 114.2,
  "e_above_lowest_kcal_mol": 90.60,
  "max_force_ev_per_a": 1.3,
  "energy_ev": -10266.9221,
  "lumo_ha": 0.0394
}